A cluster of 2 separate species, C7H12O4S2 in total at a distorted geometry. Source: OMol25; level of theory: wB97M-V/def2-TZVPD.

LUMO energy, eV: 0.31
HOMO energy, eV: -8.9
Orbital gap, Ha: 0.338

CARTESIAN COORDINATES (ANGSTROEM)
C1 3.4974 1.0578 -1.1508
C2 -3.2214 1.8840 1.0392
C3 2.8337 0.7747 -0.0448
C4 -3.5105 0.8283 0.3019
C5 0.8637 -1.9551 -0.8681
C6 0.5698 -1.7511 1.6840
C7 0.7985 -1.3479 0.2942
O1 0.4687 1.1906 1.1200
O2 0.5465 0.9284 -1.3198
O3 -2.0909 0.4387 -1.9550
O4 -2.1680 -1.4241 -0.2265
S1 0.9735 0.4548 -0.0294
S2 -2.0008 0.0267 -0.3436
H1 4.5494 1.2436 -1.1122
H2 2.9953 1.3631 -2.1203
H3 -4.0543 2.4246 1.5285
H4 -2.1876 2.1205 1.1285
H5 3.3970 0.5562 0.8013
H6 -4.4174 0.4008 -0.0468
H7 0.8644 -3.0410 -1.0286
H8 0.8373 -1.3414 -1.7662
H9 -1.2695 0.6636 -2.2309
H10 0.1431 -1.0176 2.3122
H11 0.0222 -2.6655 1.7882
H12 1.5597 -1.8128 2.2447

Forces on atoms 1 to 2 (eV/Å):
-1.52 1.36 -1.44
-1.86 -0.34 0.16

Results of the Mulliken charge analysis, in e, for atoms 1 through 2: C -0.590; C -0.495



An isolated molecule of C18H18N2O5. Source: OMol25; level of theory: wB97M-V/def2-TZVPD.

LUMO energy, eV: 0.55
HOMO energy, eV: -8.8
Orbital gap, Ha: 0.342
SMILES: COC(=O)c1ccccc1NC(=O)CNC(=O)c1ccc(OC)cc1

CARTESIAN COORDINATES (ANGSTROEM)
C1 -1.9811 -1.5213 0.8072
H1 -2.3081 -0.6042 0.3201
H2 -2.5458 -1.6891 1.7267
H3 -2.1175 -2.3851 0.1521
O1 -0.6042 -1.3509 1.0999
C2 -0.0607 -2.2848 1.9084
O2 -0.7038 -3.1516 2.4366
C3 1.3804 -2.0230 2.1645
C4 1.8491 -2.2544 3.4546
C5 3.1465 -1.9338 3.8040
C6 3.9908 -1.3694 2.8602
C7 3.5510 -1.1711 1.5655
C8 2.2526 -1.5127 1.1983
N1 1.8725 -1.3576 -0.1405
C9 1.1242 -2.2410 -0.8398
O3 0.7392 -3.3140 -0.4331
C10 0.7933 -1.7193 -2.2472
N2 -0.1312 -0.6080 -2.1732
C11 0.2823 0.6433 -1.8607
O4 1.4662 0.9071 -1.6905
C12 -0.7844 1.6644 -1.7463
C13 -0.5239 2.7903 -0.9720
C14 -1.4697 3.7826 -0.8052
C15 -2.7080 3.6697 -1.4325
C16 -2.9676 2.5492 -2.2285
C17 -2.0227 1.5606 -2.3816
H4 -2.2434 0.7238 -3.0280
H5 -3.9248 2.4864 -2.7215
O5 -3.7121 4.5749 -1.3455
C18 -3.5126 5.7394 -0.5782
H6 -4.4372 6.3080 -0.6620
H7 -2.6831 6.3381 -0.9668
H8 -3.3292 5.5001 0.4738
H9 -1.2330 4.6366 -0.1909
H10 0.4408 2.8731 -0.4948
H11 -1.1090 -0.8341 -2.0981
H12 0.3434 -2.5232 -2.8305
H13 1.7073 -1.3702 -2.7358
H14 2.1634 -0.5063 -0.6213
H15 4.2128 -0.7558 0.8198
H16 5.0005 -1.0975 3.1298
H17 3.4966 -2.1125 4.8089
H18 1.1665 -2.6757 4.1770

Forces on atoms 1 to 2 (eV/Å):
-0.28 -0.20 0.12
0.03 -0.02 0.00

Results of the Mulliken charge analysis, in e, for atoms 1 through 2: C -0.877; H 0.206



A cluster of 3 separate species, C3H11BN2O in total at a distorted geometry. Source: OMol25; level of theory: wB97M-V/def2-TZVPD.

Spin multiplicity: 3
LUMO energy (alpha / beta), eV: 0.78 / -2.58
HOMO energy (alpha / beta), eV: -4.9 / -8.2
Orbital gap (alpha / beta), Ha: 0.208 / 0.208

CARTESIAN COORDINATES (ANGSTROEM)
B1 -0.4187 -1.0748 0.6109
C1 -0.4943 -2.0520 -1.8524
C2 0.6569 -0.0123 2.7102
C3 -0.0183 2.4537 -1.2587
N1 -0.4446 -1.6477 -0.4991
N2 -0.3043 -0.7877 1.9548
O1 0.8465 1.3578 -1.2932
H1 -1.4288 -1.7721 -2.3087
H2 0.3386 -1.5099 -2.4652
H3 -0.3441 -3.1095 -2.0033
H4 0.1758 0.5087 3.4704
H5 1.4682 -0.5433 3.2273
H6 1.1946 0.6398 1.8945
H7 -0.5841 2.7007 -2.2770
H8 0.4849 3.4159 -1.2348
H9 -0.6675 2.5420 -0.3183
H10 0.4263 0.0457 -0.9523
H11 -0.8870 -1.1549 2.5949

Forces on atoms 1 to 2 (eV/Å):
0.83 -0.38 -0.61
1.32 1.33 -0.42

Results of the Mulliken charge analysis, in e, for atoms 1 through 2: B -1.129; C -0.475



An isolated molecule of C7H3BrClNO2S2 at a distorted geometry. Source: OMol25; level of theory: wB97M-V/def2-TZVPD.

LUMO energy (alpha / beta), eV: -1.26 / -1.26
HOMO energy (alpha / beta), eV: -8.6 / -8.6
Orbital gap (alpha / beta), Ha: 0.270 / 0.271
SMILES: O=[SH](=O)c1c(Br)sc2ccnc(Cl)c12

CARTESIAN COORDINATES (ANGSTROEM)
C1 1.2250 -1.1932 -0.1051
C2 2.1763 -0.3096 -0.3834
C3 -0.4522 0.6306 -0.0400
C4 -0.0976 -0.7434 0.0269
C5 -1.8114 1.0234 0.0188
C6 0.6570 1.5073 -0.2531
C7 -2.6681 -0.5279 0.0124
N1 1.8631 1.0166 -0.4911
O1 -3.6266 2.8007 -0.6846
O2 -2.4124 3.3375 1.4090
S1 -1.5324 -1.7885 0.0022
S2 -2.9687 2.3740 0.5121
Cl1 0.4973 3.2010 -0.3827
Br1 -4.5180 -0.7362 -0.1233
H1 1.5815 -2.1974 0.2084
H2 3.1790 -0.6828 -0.8192
H3 -4.1326 1.7339 1.2494

Forces on atoms 1 to 2 (eV/Å):
-0.71 -2.43 1.56
1.50 1.79 -2.01

Results of the Mulliken charge analysis, in e, for atoms 1 through 2: C -0.349; C -0.287



Values for electronic energy, eV, ordered as above
-37309.2856; -32176.9579; -8986.2598; -117123.4836
Values for energy relative to the best compared isomer or geometry (same formula, charge and spin), eV, ordered as above
3.0251; 0.3702; 1.9240; 3.4108